No. 1
A cluster of 19 separate species, C18H78N8O19 in total. Source: OMol25; level of theory: wB97M-V/def2-TZVPD.

Last column: Mulliken charge in e.
Element x y z (Å)
C (2.805, 1.648, 7.721)  -1.46
C (1.755, 1.689, 6.620)  0.71
C (2.191, 0.947, 5.377)  -0.19
O (3.090, 1.705, 4.489)  -0.45
C (2.491, 2.825, 3.925)  -0.74
N (0.560, 1.084, 7.163)  -0.75
H (3.787, 1.776, 7.267)  0.35
H (2.940, 0.790, 8.380)  0.36
H (2.792, 2.519, 8.376)  0.34
H (1.446, 2.710, 6.397)  0.30
H (1.346, 0.680, 4.743)  -0.30
H (2.630, 0.008, 5.715)  0.44
H (2.453, 3.694, 4.582)  0.45
H (1.511, 2.584, 3.514)  0.30
H (3.191, 3.139, 3.151)  0.17
H (-0.217, 1.240, 6.537)  0.16
H (0.568, 0.074, 7.172)  0.31
C (-5.443, -1.210, -1.962)  -0.87
C (-6.182, -1.730, -0.704)  0.82
C (-5.648, -1.060, 0.571)  -0.93
O (-4.266, -1.476, 0.721)  -0.07
C (-3.570, -0.791, 1.785)  -0.91
N (-7.526, -1.311, -0.745)  -0.79
H (-5.415, -0.124, -2.057)  0.28
H (-5.982, -1.463, -2.875)  0.36
H (-4.429, -1.562, -2.151)  0.12
H (-6.259, -2.816, -0.663)  0.19
H (-6.217, -1.318, 1.464)  0.41
H (-5.683, 0.029, 0.537)  0.38
H (-4.204, -0.698, 2.666)  0.46
H (-3.105, 0.117, 1.399)  0.22
H (-2.766, -1.443, 2.125)  0.23
H (-8.045, -1.848, -0.066)  0.28
H (-7.913, -1.747, -1.569)  0.28
C (-1.712, -0.455, -5.702)  -1.29
C (-0.514, -1.340, -5.665)  0.42
C (0.748, -0.683, -5.197)  0.43
O (1.343, 0.268, -6.140)  -0.41
C (2.673, 0.575, -5.814)  -0.48
N (-0.841, -2.527, -4.884)  -0.65
H (-1.574, 0.497, -6.214)  0.37
H (-1.925, -0.108, -4.691)  0.11
H (-2.595, -0.809, -6.233)  0.39
H (-0.303, -1.639, -6.691)  0.30
H (1.510, -1.392, -4.872)  0.50
H (0.569, -0.101, -4.294)  -0.72
H (3.258, -0.342, -5.733)  0.33
H (2.889, 1.114, -4.891)  0.05
H (3.071, 1.266, -6.557)  0.29
H (-1.679, -2.989, -5.208)  0.31
H (-1.117, -2.357, -3.927)  0.10
C (0.553, -0.407, 2.223)  -0.13
C (1.185, -0.497, 0.817)  0.48
C (0.826, 0.666, -0.132)  -0.41
O (1.502, 0.574, -1.375)  1.20
C (1.161, 1.679, -2.254)  0.05
N (2.617, -0.377, 0.963)  0.08
H (-0.465, -0.765, 2.063)  -0.08
H (0.618, 0.660, 2.433)  -0.17
H (1.020, -0.976, 3.026)  0.48
H (0.793, -1.444, 0.446)  -0.04
H (1.037, 1.608, 0.373)  -0.38
H (-0.252, 0.597, -0.279)  -0.04
H (1.431, 2.634, -1.803)  -0.40
H (0.085, 1.806, -2.368)  0.32
H (1.607, 1.548, -3.241)  -0.30
H (3.102, -0.275, 0.083)  0.33
H (2.655, 0.560, 1.338)  0.07
O (0.970, -3.928, 4.236)  -0.68
H (0.100, -3.632, 4.505)  0.38
H (0.984, -3.800, 3.288)  0.37
O (5.017, -1.841, 0.884)  -0.64
H (5.484, -1.037, 1.112)  0.28
H (4.299, -1.888, 1.515)  0.24
O (2.446, 3.714, 0.714)  -0.66
H (1.502, 3.791, 0.573)  0.18
H (2.640, 4.359, 1.394)  0.22
O (-2.038, 0.449, 3.908)  -0.47
H (-2.258, 0.943, 3.118)  0.28
H (-1.926, 1.117, 4.585)  0.23
O (-2.230, -0.179, -1.552)  0.10
H (-1.497, -0.778, -1.691)  -0.28
H (-2.619, -0.462, -0.725)  0.01
O (3.274, -1.200, -2.510)  -0.73
H (2.914, -0.367, -2.206)  0.14
H (2.564, -1.830, -2.382)  0.46
O (1.299, -3.063, -1.894)  -0.65
H (1.318, -3.615, -2.676)  0.24
H (0.440, -3.226, -1.505)  0.26
O (-1.549, 4.097, -2.602)  -0.53
H (-1.763, 4.978, -2.295)  0.25
H (-0.636, 4.155, -2.882)  0.26
O (-1.346, -2.601, 4.392)  -0.61
H (-2.121, -3.088, 4.672)  0.27
H (-1.649, -1.697, 4.306)  0.23
O (-3.498, 2.111, -1.404)  -0.69
H (-2.923, 1.346, -1.386)  0.31
H (-3.386, 2.475, -2.283)  0.29
O (-0.895, 4.042, 0.231)  -0.61
H (-0.709, 3.616, -0.606)  0.38
H (-1.465, 4.777, 0.005)  0.24
O (1.931, -3.730, 1.623)  -0.87
H (2.718, -3.627, 2.157)  0.26
H (1.665, -2.834, 1.412)  0.26
O (1.774, 4.867, -2.841)  -0.60
H (2.130, 5.536, -2.256)  0.30
H (2.451, 4.191, -2.873)  0.31
C (-2.039, -3.823, -1.110)  0.31
O (-1.132, -2.960, -1.023)  -0.25
N (-3.306, -3.599, -1.455)  -0.16
N (-1.911, -5.071, -0.803)  -0.45
H (-3.540, -2.651, -1.716)  -0.55
H (-3.971, -4.345, -1.311)  0.16
H (-0.988, -5.264, -0.442)  0.30
H (-2.684, -5.696, -0.625)  0.18
C (4.752, 2.360, -1.643)  0.79
O (4.175, 3.166, -2.361)  -0.74
N (5.772, 1.608, -2.055)  -0.41
N (4.474, 2.176, -0.419)  -0.01
H (6.234, 1.014, -1.381)  0.11
H (6.028, 1.477, -3.023)  0.25
H (3.803, 2.791, 0.020)  0.09
H (4.961, 1.445, 0.079)  0.05

Results
Net charge: 0
Calculated total energy (eV): -70753.299
HOMO-LUMO gap (eV): 9.08

=====

No. 2
A structure of composition C41H37F5N6O2PbS2. Source: OMol25; level of theory: wB97M-V/def2-TZVPD.

Last column: Mulliken charge in e.
Element x y z (Å)
Pb (0.189, -0.363, 0.468)  1.08
C (-0.320, -3.637, 4.964)  -0.54
O (0.278, -4.434, 3.923)  -0.43
C (0.147, -3.696, 2.799)  0.01
N (-0.587, -2.635, 2.827)  0.00
C (-0.881, -2.378, 4.251)  -0.42
C (-0.312, -1.056, 4.753)  0.24
C (0.974, -0.596, 4.357)  0.05
C (1.466, 0.634, 4.854)  -0.68
C (0.634, 1.447, 5.622)  -0.38
C (-0.610, 0.971, 6.001)  -0.64
C (-1.075, -0.269, 5.620)  -0.38
C (0.863, -4.230, 1.582)  0.30
C (1.209, -5.563, 1.491)  -0.92
C (1.887, -5.984, 0.375)  -0.43
C (2.118, -5.097, -0.647)  -0.73
C (1.759, -3.767, -0.476)  -0.16
N (1.148, -3.359, 0.634)  0.18
C (1.875, -2.709, -1.474)  0.10
N (1.523, -1.510, -1.288)  0.53
C (1.818, -0.785, -2.509)  0.95
C (2.134, -1.858, -3.553)  -0.41
O (2.335, -3.069, -2.705)  -0.52
C (2.920, 0.248, -2.295)  0.00
C (3.394, 0.536, -1.013)  -0.33
C (4.369, 1.527, -0.835)  -1.07
C (4.848, 2.201, -1.935)  -0.37
C (4.388, 1.918, -3.223)  -0.91
C (3.372, 0.986, -3.399)  -0.16
H (0.540, -3.328, 5.651)  0.35
H (-1.129, -4.201, 5.450)  0.30
H (-1.980, -2.338, 4.336)  0.69
H (1.571, -1.201, 3.661)  0.34
H (2.463, 0.955, 4.502)  0.33
H (0.992, 2.452, 5.943)  0.40
H (-1.212, 1.573, 6.682)  0.39
H (-2.040, -0.658, 6.007)  0.35
H (1.115, -6.272, 2.300)  0.48
H (2.275, -7.000, 0.360)  0.44
H (2.641, -5.386, -1.560)  0.50
H (0.878, -0.290, -2.784)  -0.86
H (3.053, -1.664, -4.112)  0.42
H (1.294, -2.044, -4.232)  0.33
H (3.033, 0.019, -0.148)  0.88
H (4.666, 1.763, 0.190)  0.40
H (5.576, 3.005, -1.840)  0.37
H (4.794, 2.397, -4.082)  0.46
H (2.983, 0.694, -4.399)  0.37
S (1.378, 2.178, 1.251)  -0.37
C (0.048, 3.153, 1.535)  0.49
S (-1.575, 2.662, 0.845)  -0.17
C (0.099, 4.407, 2.156)  0.86
C (-1.059, 5.209, 2.458)  -0.14
N (-1.972, 5.850, 2.736)  -0.56
C (1.398, 4.852, 2.566)  -0.36
N (2.476, 5.066, 2.909)  -0.55
C (1.021, 3.972, -2.854)  -1.57
C (-0.001, 2.897, -3.092)  0.24
C (-0.824, 2.907, -4.228)  -0.95
C (-1.762, 1.908, -4.462)  -0.27
C (-2.691, 2.004, -5.652)  -1.58
C (-1.851, 0.914, -3.506)  -0.64
C (-1.121, 0.897, -2.305)  1.29
C (-0.169, 1.911, -2.113)  0.16
N (-1.236, -0.095, -1.329)  0.63
C (-2.322, -1.081, -1.487)  2.06
C (-2.284, -1.984, -0.200)  -2.52
C (-1.939, -2.026, -2.702)  -1.48
C (-3.721, -0.396, -1.496)  -1.50
H (0.642, 4.932, -2.431)  0.32
H (1.465, 4.266, -3.809)  0.43
H (1.843, 3.624, -2.145)  0.11
H (-0.722, 3.723, -4.958)  0.26
H (-3.756, 2.203, -5.364)  0.28
H (-2.718, 1.116, -6.258)  0.37
H (-2.324, 2.768, -6.345)  0.40
H (-2.638, 0.181, -3.647)  0.55
H (0.448, 1.975, -1.226)  -0.01
H (-3.061, -2.787, -0.309)  0.50
H (-2.522, -1.436, 0.731)  0.17
H (-1.319, -2.504, -0.162)  0.47
H (-1.325, -2.827, -2.274)  0.27
H (-1.399, -1.440, -3.444)  0.34
H (-2.824, -2.486, -3.168)  0.34
H (-4.229, -0.391, -0.532)  0.47
H (-4.439, -0.924, -2.210)  0.22
H (-3.713, 0.634, -1.790)  0.41
F (-1.782, 0.554, 2.440)  -0.13
C (-2.264, 1.868, 2.292)  0.80
F (-1.922, 2.494, 3.436)  -0.22
C (-3.839, 1.840, 2.286)  0.33
F (-4.323, 0.940, 3.136)  -0.25
F (-4.272, 3.040, 2.570)  -0.22
F (-4.274, 1.482, 1.061)  -0.17

Results
Relative energy (zero: lowest compared OMol25 entry of this formula, charge and spin) (kcal per mole): 0.0
Net charge: 0
Calculated total energy (eV): -96658.035
HOMO-LUMO gap (eV): 6.15

=====

No. 3
A cluster of 2 separate species, C2H6N2O3 in total. Source: OMol25; level of theory: wB97M-V/def2-TZVPD.

Last column: natural (NBO) charge in e.
Element x y z (Å)
C (0.142, 0.635, 2.426)  0.90
C (-0.103, -0.111, -0.957)  0.32
N (-1.196, 0.444, -1.384)  -0.81
N (0.599, -0.493, 1.678)  -0.91
O (-0.246, 1.670, 1.570)  -0.74
O (0.186, 0.707, 3.631)  -0.59
O (0.086, -1.368, -1.209)  -0.63
H (-1.471, 1.393, -1.319)  0.42
H (-1.823, -0.240, -1.855)  0.34
H (1.296, -1.162, 2.139)  0.40
H (-0.679, 1.491, 0.720)  0.49
H (1.031, -0.209, 0.746)  0.41
H (-0.824, -1.810, -1.617)  0.40

Results
Relative energy (zero: lowest compared OMol25 entry of this formula, charge and spin) (kcal per mole): 72.7
Net charge: 0
Calculated total energy (eV): -11292.173
HOMO-LUMO gap (eV): 9.55

=====

No. 4
A cluster of 2 separate species, C5H11NO4P in total. Source: OMol25; level of theory: wB97M-V/def2-TZVPD.

Last column: natural (NBO) charge in e.
Element x y z (Å)
C (1.540, 1.227, 0.875)  0.77
C (-2.365, 2.034, 0.610)  -0.62
C (-0.936, 2.029, 0.166)  -0.42
C (1.610, -4.281, -0.512)  0.29
C (0.007, 0.900, 0.753)  -0.67
N (1.032, -0.406, -1.393)  -1.17
O (1.971, 2.382, 0.758)  -0.74
O (2.193, 0.181, 1.168)  -0.81
O (-1.459, -0.847, -0.592)  -1.03
O (1.529, -5.437, -0.903)  -0.53
P (0.101, -0.820, 0.049)  1.23
H (-2.693, 2.990, 0.322)  0.20
H (-3.027, 1.239, 0.334)  0.19
H (-2.385, 2.120, 1.646)  0.20
H (-0.374, 3.045, 0.419)  0.25
H (-0.874, 1.857, -0.917)  0.19
H (1.774, -3.371, -1.188)  0.11
H (1.531, -4.029, 0.525)  0.13
H (-0.364, 0.701, 1.738)  0.21
H (1.914, -0.272, -1.025)  0.38
H (1.136, -1.230, -2.049)  0.35
H (-1.862, -0.014, -0.784)  0.47

Results
Relative energy (zero: lowest compared OMol25 entry of this formula, charge and spin) (kcal per mole): 74.9
Net charge: -1
Calculated total energy (eV): -24333.591
HOMO-LUMO gap (eV): 7.92

=====

No. 5
The molecule C5H10N2O. Source: OMol25; level of theory: wB97M-V/def2-TZVPD.

Last column: natural (NBO) charge in e.
Element x y z (Å)
C (0.876, 0.516, -0.276)  0.02
C (1.225, 1.933, 0.089)  -0.63
C (-0.384, -1.979, -0.572)  -0.70
C (-0.016, -0.829, 0.299)  0.15
N (-2.206, 0.233, 0.395)  -0.78
C (-0.887, 0.165, 0.761)  0.09
N (1.395, -0.548, 0.593)  -0.10
O (2.283, -1.407, 0.096)  -0.72
H (0.902, 0.302, -1.349)  0.20
H (-2.513, -0.282, -0.414)  0.40
H (-2.721, 1.062, 0.642)  0.40
H (-0.612, 0.763, 1.616)  0.24
H (1.248, 2.075, 1.167)  0.22
H (2.234, 2.121, -0.293)  0.25
H (0.540, 2.652, -0.367)  0.21
H (0.480, -2.648, -0.574)  0.30
H (-1.288, -2.466, -0.205)  0.23
H (-0.555, -1.665, -1.606)  0.23

Results
Relative energy (zero: lowest compared OMol25 entry of this formula, charge and spin) (kcal per mole): 136.7
Net charge: 0
Calculated total energy (eV): -10369.379
HOMO-LUMO gap (eV): 6.84

=====

No. 6
A structure of composition C28H23F3N5O3SW. Source: OMol25; level of theory: wB97M-V/def2-TZVPD.

Last column: natural (NBO) charge in e.
Element x y z (Å)
W (-0.684, 0.211, 0.541)  1.92
C (-3.314, 2.470, 2.516)  -0.62
C (-2.465, 1.981, 1.371)  0.10
O (-1.129, 1.583, 1.836)  -0.71
C (-2.285, 2.981, 0.272)  -0.29
C (-1.417, 2.822, -0.753)  0.21
C (-1.284, 3.850, -1.836)  -0.64
N (-0.590, 1.707, -0.810)  -0.47
N (0.315, 1.674, -1.858)  -0.38
C (1.007, 0.585, -1.777)  0.50
O (0.819, -0.271, -0.797)  -0.74
C (1.982, 0.223, -2.829)  -0.03
C (2.096, 0.993, -3.985)  -0.20
C (3.004, 0.637, -4.968)  -0.21
C (3.805, -0.486, -4.808)  -0.21
C (3.694, -1.254, -3.659)  -0.20
C (2.785, -0.902, -2.671)  -0.21
H (-3.356, 1.714, 3.299)  0.22
H (-4.329, 2.652, 2.161)  0.23
H (-2.906, 3.394, 2.926)  0.22
H (-2.902, 3.869, 0.289)  0.22
H (-1.953, 4.684, -1.636)  0.21
H (-1.532, 3.423, -2.809)  0.22
H (-0.260, 4.216, -1.908)  0.23
H (1.467, 1.865, -4.099)  0.23
H (3.086, 1.239, -5.864)  0.21
H (4.513, -0.762, -5.579)  0.21
H (4.314, -2.131, -3.528)  0.21
H (2.685, -1.497, -1.774)  0.23
O (-0.624, -1.533, 1.524)  -0.75
C (-1.442, -2.576, 1.616)  0.36
C (-1.455, -3.324, 2.797)  -0.25
C (-2.290, -4.414, 2.927)  -0.18
C (-3.132, -4.791, 1.884)  -0.25
C (-3.116, -4.065, 0.711)  -0.17
C (-2.273, -2.963, 0.552)  -0.13
C (-2.242, -2.225, -0.704)  0.42
N (-1.692, -1.043, -0.936)  -0.49
C (-1.904, -0.730, -2.261)  -0.06
C (-2.604, -1.734, -2.837)  -0.07
N (-2.778, -2.683, -1.856)  -0.50
H (-0.807, -3.012, 3.605)  0.22
H (-2.295, -4.973, 3.854)  0.21
H (-3.798, -5.636, 1.992)  0.22
H (-3.799, -4.347, -0.082)  0.20
H (-1.552, 0.195, -2.681)  0.24
H (-2.971, -1.870, -3.837)  0.23
H (-3.228, -3.573, -1.970)  0.43
F (5.067, 0.774, 4.725)  -0.32
C (5.046, 1.247, 3.464)  0.97
F (5.383, 2.542, 3.515)  -0.31
F (6.010, 0.601, 2.785)  -0.32
C (3.693, 1.032, 2.832)  -0.10
C (2.839, 2.094, 2.602)  -0.18
C (1.601, 1.826, 2.040)  0.08
N (1.225, 0.587, 1.718)  -0.46
C (2.057, -0.437, 1.940)  0.09
C (3.303, -0.257, 2.504)  -0.22
H (3.115, 3.109, 2.841)  0.24
H (0.875, 2.604, 1.849)  0.25
H (1.692, -1.414, 1.655)  0.24
H (3.949, -1.106, 2.672)  0.24
S (-4.239, -0.021, 0.531)  -0.02
C (-2.783, 0.646, 0.764)  -0.32

Results
Relative energy (zero: lowest compared OMol25 entry of this formula, charge and spin) (kcal per mole): 3.6
Net charge: 0
Multiplicity: 2
<S²>: 0.76
Calculated total energy (eV): -63818.299
HOMO-LUMO gap (alpha / beta) (eV): 6.22 / 6.78